[1]
Computed, not measured: one molecule with the formula C4H9NO, with the ωB97M-V functional and the def2-TZVPD basis.

The geometry in XYZ format:
```
15
Properties=species:S:1:pos:R:3
C -0.52 -1.33 0.17
C -0.05 -0.03 -0.47
C -1.24 0.82 -0.91
N 0.80 0.80 0.38
C 1.95 0.26 0.91
O 2.46 -0.76 0.51
H -0.82 -1.14 1.20
H -1.42 -1.64 -0.36
H 0.25 -2.09 0.16
H 0.59 -0.27 -1.32
H -0.95 1.79 -1.29
H -1.89 0.96 -0.05
H -1.80 0.31 -1.68
H 0.33 1.45 0.99
H 2.33 0.87 1.74
```

Values from the calculation:
**HOMO level**: -9.77 eV
**Kohn-Sham gap**: 10.716 eV
**SMILES**: CC(C)NC=O


[2]
Computed, not measured: a 2-piece molecular cluster, C4H9NOS overall, with the ωB97M-V functional and the def2-TZVPD basis.

The geometry in XYZ format:
```
16
Properties=species:S:1:pos:R:3
C -0.28 -1.08 0.53
C 1.08 0.85 1.07
C 1.27 -0.24 -1.18
C 0.94 -0.40 0.27
N -1.10 -1.87 0.68
O -1.42 0.55 -0.62
S -2.83 0.16 -0.73
H 0.49 1.57 0.62
H 2.11 1.08 1.15
H 0.55 0.69 1.96
H 1.63 0.87 -1.21
H 0.49 -0.31 -1.88
H 2.04 -0.99 -1.53
H 1.66 -1.26 0.66
H -3.60 1.13 -0.04
H -3.01 -0.73 0.25
```

Values from the calculation:
**HOMO level**: -9.85 eV
**Kohn-Sham gap**: 10.394 eV


[3]
Computed, not measured: a 2-piece molecular cluster, C9H14 overall, with the ωB97M-V functional and the def2-TZVPD basis.

The geometry in XYZ format:
```
23
Properties=species:S:1:pos:R:3
C 1.51 -1.43 1.50
C 0.22 -1.29 0.63
C 0.21 -1.85 -0.73
C -0.72 -1.51 -1.67
C -1.77 -0.80 -1.33
C -1.89 -0.43 0.04
C -0.89 -0.48 0.97
H 1.91 -2.44 1.50
H 1.51 -1.03 2.54
H 2.21 -0.81 1.04
H 1.03 -2.45 -0.91
H -0.50 -1.64 -2.69
H -2.61 -0.75 -2.04
H -3.00 -0.24 0.17
H -0.95 -0.09 1.89
C -0.17 2.57 0.04
C 1.03 1.68 -0.43
H -0.31 2.49 1.26
H 0.19 3.63 -0.24
H -1.20 2.41 -0.28
H 1.70 2.06 -1.16
H 0.77 0.69 -0.62
H 1.72 1.71 0.53
```

Values from the calculation:
**HOMO level**: -8.72 eV
**Kohn-Sham gap**: 9.752 eV
**SMILES**: Cc1ccccc1.CC


[4]
Computed, not measured: C20H17N4O2SSbSe4Zr as an isolated structure, with the ωB97M-V functional and the def2-TZVPD basis.

The geometry in XYZ format:
```
50
Properties=species:S:1:pos:R:3
Zr -0.10 -0.28 -0.10
Se -0.90 4.20 0.19
Sb -2.04 2.37 -0.82
Se -0.23 1.05 -2.20
Se -2.17 0.53 1.06
Se -4.05 2.28 -2.06
O 1.27 -1.76 -1.19
S 0.65 -2.98 -0.58
O 1.51 -4.11 -0.42
N -0.04 -2.39 0.74
C 2.20 -1.86 1.92
C 3.48 -2.25 1.26
C 4.40 -1.12 0.99
C 4.36 0.00 1.72
C 3.34 0.14 2.88
C 3.18 1.59 3.21
C 2.37 2.35 2.47
C 1.66 1.73 1.37
N 1.51 0.45 1.24
C 2.02 -0.43 2.34
C -0.70 -3.33 -1.65
C -1.88 -2.60 -1.54
C -2.84 -2.71 -2.54
C -2.62 -3.57 -3.61
C -1.45 -4.31 -3.69
C -0.48 -4.19 -2.72
H 3.47 -3.08 0.56
H 5.15 -1.24 0.22
H 5.06 0.81 1.56
H 3.77 2.01 4.02
H 2.25 3.42 2.61
H 1.19 2.38 0.62
H -2.11 -1.99 -0.67
H -3.75 -2.14 -2.47
H -3.37 -3.66 -4.39
H -1.29 -4.98 -4.53
H 0.45 -4.74 -2.78
N 4.48 -2.88 4.76
C 3.85 -2.00 3.89
C 3.87 -0.68 4.02
C 0.81 -0.66 3.25
N 0.15 -1.71 3.02
C 0.81 -2.49 1.94
C 3.21 -2.62 2.72
H 4.76 -2.49 5.65
H 4.06 -3.79 4.86
H 4.30 -0.18 4.88
H 0.49 0.04 4.02
H 0.84 -3.54 2.24
H 2.99 -3.68 2.83
```

Values from the calculation:
**HOMO level**: -7.69 eV
**Kohn-Sham gap**: 6.189 eV


[5]
Computed, not measured: a 9-piece molecular cluster, C55H66N2O2PS overall, with the ωB97M-V functional and the def2-TZVPD basis.

The geometry in XYZ format:
```
127
Properties=species:S:1:pos:R:3
C -0.14 -1.12 4.02
C 0.97 -0.34 3.40
O 2.16 -0.45 3.69
O 0.55 0.51 2.41
C 1.38 1.64 2.22
C 0.45 2.75 1.76
N 0.87 4.15 2.12
C 0.22 4.71 3.37
C -0.10 3.75 4.49
C 1.03 3.19 5.38
S 2.45 4.30 5.59
P 2.66 4.53 2.03
N 2.91 6.02 2.35
H -0.17 -2.11 3.58
H -1.09 -0.66 3.80
H -0.01 -1.17 5.09
H 2.09 1.41 1.43
H 1.96 1.86 3.10
H -0.55 2.55 2.09
H 0.41 2.72 0.68
H 0.52 4.73 1.35
H 0.81 5.55 3.71
H -0.72 5.13 3.03
H -0.75 4.31 5.14
H -0.70 2.90 4.16
H 1.36 2.21 5.09
H 0.61 3.06 6.36
H 3.44 3.49 5.18
H 3.33 3.71 2.94
H 3.00 4.22 0.71
H 3.29 6.51 1.55
C 2.95 -4.86 2.62
C 3.09 -5.51 1.40
C 2.99 -4.79 0.21
C 2.75 -3.42 0.25
C 2.61 -2.77 1.47
C 2.71 -3.49 2.65
H 3.03 -5.42 3.54
H 3.28 -6.57 1.37
H 3.08 -5.29 -0.74
H 2.67 -2.86 -0.67
H 2.43 -1.71 1.49
H 2.59 -2.99 3.61
C 6.81 -8.16 4.87
C 5.88 -7.22 4.45
C 6.10 -6.50 3.28
C 7.25 -6.73 2.54
C 8.18 -7.67 2.96
C 7.96 -8.38 4.12
H 6.64 -8.72 5.78
H 4.98 -7.05 5.03
H 5.38 -5.76 2.96
H 7.42 -6.17 1.62
H 9.07 -7.84 2.37
H 8.69 -9.12 4.45
C -3.07 4.97 1.63
C -4.20 5.71 1.36
C -4.30 6.42 0.17
C -3.27 6.38 -0.76
C -2.14 5.63 -0.49
C -2.03 4.93 0.70
H -2.99 4.41 2.56
H -5.01 5.74 2.08
H -5.19 7.01 -0.03
H -3.35 6.92 -1.68
H -1.33 5.58 -1.21
H -1.15 4.34 0.91
C 1.24 -8.43 -1.90
C 1.36 -9.05 -3.13
C 1.26 -8.31 -4.30
C 1.04 -6.94 -4.23
C 0.93 -6.32 -3.00
C 1.02 -7.06 -1.83
H 1.32 -9.01 -0.99
H 1.53 -10.12 -3.19
H 1.34 -8.79 -5.26
H 0.97 -6.35 -5.14
H 0.76 -5.25 -2.94
H 0.92 -6.57 -0.87
C -3.19 1.86 -1.10
C -3.63 1.07 -2.15
C -3.16 -0.23 -2.28
C -2.26 -0.74 -1.35
C -1.82 0.05 -0.30
C -2.29 1.36 -0.18
H -3.56 2.88 -1.01
H -4.34 1.46 -2.87
H -3.50 -0.85 -3.10
H -1.90 -1.76 -1.45
H -1.12 -0.34 0.42
H -1.95 1.98 0.64
C -8.92 1.77 -1.11
C -7.63 1.59 -0.63
C -6.85 0.55 -1.11
C -7.35 -0.31 -2.08
C -8.64 -0.13 -2.56
C -9.42 0.91 -2.08
H -9.53 2.58 -0.74
H -7.23 2.26 0.12
H -5.85 0.40 -0.73
H -6.74 -1.12 -2.46
H -9.03 -0.79 -3.32
H -10.43 1.05 -2.45
C -1.82 -1.36 -5.18
C -0.67 -1.81 -4.54
C -0.04 -2.97 -4.97
C -0.55 -3.67 -6.05
C -1.69 -3.22 -6.69
C -2.33 -2.07 -6.26
H -2.31 -0.45 -4.85
H -0.27 -1.25 -3.70
H 0.85 -3.32 -4.46
H -0.06 -4.57 -6.38
H -2.09 -3.77 -7.53
H -3.22 -1.72 -6.76
C 1.51 7.08 -1.38
C 0.47 7.94 -1.66
C 0.46 8.68 -2.83
C 1.51 8.55 -3.72
C 2.56 7.69 -3.45
C 2.57 6.95 -2.27
H 1.50 6.52 -0.45
H -0.35 8.02 -0.95
H -0.37 9.35 -3.05
H 1.51 9.13 -4.64
H 3.38 7.59 -4.15
H 3.39 6.28 -2.06
```

Values from the calculation:
**HOMO level**: -10.47 eV
**Kohn-Sham gap**: 7.870 eV
**Net charge**: +1


[6]
Computed, not measured: C3H6CuO2 as an isolated structure, with the ωB97M-V functional and the def2-TZVPD basis.

The geometry in XYZ format:
```
12
Properties=species:S:1:pos:R:3
O 1.37 -0.88 -0.09
C 0.16 -1.33 -0.32
C -0.86 -0.85 0.71
O -0.91 0.61 0.46
C -1.55 0.95 -0.62
Cu 1.85 1.04 0.47
H 0.03 -2.44 -0.37
H -0.51 -0.56 -1.29
H -0.69 -1.09 1.76
H -1.85 -1.27 0.47
H -1.46 2.02 -0.87
H -2.55 0.52 -0.75
```

Values from the calculation:
**HOMO level (spin up / spin down)**: -13.74 / -13.75 eV
**Kohn-Sham gap (spin up / spin down)**: 7.621 / 7.635 eV
**Net charge**: +1


[7]
Computed, not measured: one molecule with the formula C4H7NO, with the ωB97M-V functional and the def2-TZVPD basis.

The geometry in XYZ format:
```
13
Properties=species:S:1:pos:R:3
C 1.93 -0.11 -0.27
C 0.69 0.51 0.27
O 0.60 1.58 0.87
N -0.47 -0.12 0.16
C -1.42 -0.93 -0.46
C -1.56 0.62 0.53
H 2.29 0.51 -1.10
H 2.67 -0.13 0.52
H 1.73 -1.13 -0.64
H -1.62 -1.89 0.05
H -1.26 -1.10 -1.55
H -1.77 0.65 1.62
H -1.81 1.54 0.00
```

Values from the calculation:
**HOMO level**: -9.28 eV
**Kohn-Sham gap**: 10.143 eV
**SMILES**: CC(=O)N1CC1


[8]
Computed, not measured: a 2-piece molecular cluster, C3H4NS overall, with the ωB97M-V functional and the def2-TZVPD basis.

The geometry in XYZ format:
```
9
Properties=species:S:1:pos:R:3
C 0.16 1.64 0.05
C 1.68 -1.37 0.07
C -1.47 -0.17 -0.17
N -0.76 0.86 -0.03
S 2.16 0.07 -0.12
H 0.33 2.62 0.36
H 1.18 -2.30 0.27
H -1.77 -0.60 -1.07
H -1.51 -0.75 0.65
```

Values from the calculation:
**HOMO level**: -13.38 eV
**Kohn-Sham gap**: 7.514 eV
**Net charge**: +1


[9]
Computed, not measured: one molecule with the formula C20H18N6O3S, with the ωB97M-V functional and the def2-TZVPD basis.

The geometry in XYZ format:
```
48
Properties=species:S:1:pos:R:3
N -0.39 1.75 -0.24
C 0.04 0.76 -1.05
C 0.91 0.87 -2.11
C 1.53 2.08 -2.54
C 1.96 3.15 -1.82
C 2.11 3.33 -0.38
N 2.65 4.46 -0.06
C 2.89 5.16 -1.24
C 3.42 6.42 -1.39
C 3.58 6.91 -2.68
C 3.22 6.15 -3.78
C 2.67 4.88 -3.64
C 2.51 4.38 -2.36
C 1.15 -0.31 -2.99
O 1.80 -0.24 -4.01
N 0.59 -1.52 -2.58
C -0.15 -1.56 -1.56
S -0.97 -2.98 -0.93
C -1.70 -1.94 0.29
C -2.60 -2.50 1.33
C -1.75 -3.30 2.33
O -0.55 -3.37 2.23
N -2.44 -3.93 3.31
C -3.85 -3.85 3.60
C -4.03 -3.23 5.00
O -3.34 -3.97 5.98
C -1.96 -4.03 5.69
C -1.71 -4.67 4.33
N -1.37 -0.71 0.22
N -0.50 -0.48 -0.78
H -0.20 2.70 -0.51
H -1.16 1.55 0.38
H 1.74 2.09 -3.61
H 1.90 2.60 0.38
H 3.71 7.00 -0.53
H 4.00 7.89 -2.83
H 3.36 6.56 -4.78
H 2.39 4.30 -4.51
H -3.33 -3.16 0.87
H -3.10 -1.67 1.84
H -4.38 -3.26 2.86
H -4.26 -4.87 3.62
H -5.08 -3.24 5.29
H -3.66 -2.19 4.98
H -1.51 -4.63 6.49
H -1.53 -3.02 5.71
H -0.65 -4.65 4.07
H -2.07 -5.71 4.33
```

Values from the calculation:
**HOMO level**: -7.96 eV
**Kohn-Sham gap**: 7.393 eV
**SMILES**: Nc1c(/C=C2\C=Nc3ccccc32)c(=O)nc2sc(CC(=O)N3CCOCC3)nn12


[10]
Computed, not measured: C29H24Cl2KN9O2S as an isolated structure, with the ωB97M-V functional and the def2-TZVPD basis.

The geometry in XYZ format:
```
68
Properties=species:S:1:pos:R:3
K 0.56 0.36 0.60
Cl -0.88 2.17 7.58
C -0.72 2.25 5.86
C -0.53 1.09 5.13
C -0.46 1.10 3.74
N -0.50 -0.09 3.05
C 0.45 -0.96 3.13
O 1.60 -0.85 3.63
C 0.14 -2.32 2.55
C -0.11 -3.37 3.44
C -0.31 -4.64 2.95
C -0.22 -4.84 1.58
C 0.06 -3.75 0.78
N 0.23 -2.52 1.25
C -0.48 2.35 3.06
C -0.68 3.51 3.82
C -0.83 3.46 5.19
Cl -1.19 4.92 6.06
N -0.41 2.36 1.70
C -0.04 3.43 1.01
O 0.44 4.50 1.41
C -0.26 3.27 -0.47
C 0.05 4.37 -1.29
C -0.21 4.30 -2.64
C -0.76 3.13 -3.15
C -1.00 2.09 -2.27
N -0.77 2.15 -0.97
H -0.49 0.14 5.65
H -0.15 -3.16 4.51
H -0.52 -5.47 3.62
H -0.37 -5.82 1.14
H 0.17 -3.85 -0.29
H -0.73 4.46 3.31
H 0.49 5.24 -0.82
H 0.02 5.14 -3.29
H -0.99 3.04 -4.20
H -1.40 1.15 -2.61
C 4.22 2.39 -4.94
C 2.81 2.76 -4.46
N 2.68 2.76 -3.03
C 2.43 1.59 -2.33
S 3.05 1.53 -0.76
N 1.92 0.59 -2.99
N 1.11 -0.34 -2.59
C 1.24 -1.55 -3.03
C 2.47 -2.00 -3.80
C 0.19 -2.50 -2.78
C 0.30 -3.86 -3.16
C -0.74 -4.72 -2.89
C -1.89 -4.24 -2.26
C -1.92 -2.89 -1.96
N -0.94 -2.05 -2.21
H 4.26 2.33 -6.03
H 4.49 1.43 -4.53
H 4.94 3.14 -4.60
H 2.08 2.04 -4.84
H 2.54 3.76 -4.84
H 3.33 3.36 -2.54
H 3.16 -1.16 -3.84
H 2.22 -2.29 -4.83
H 2.95 -2.83 -3.30
H 1.19 -4.22 -3.64
H -0.66 -5.77 -3.15
H -2.71 -4.90 -2.01
H -2.79 -2.45 -1.49
N 3.23 -1.81 1.74
C 3.75 -2.39 0.88
H 2.72 -1.36 2.52
```

Values from the calculation:
**HOMO level**: -1.65 eV
**Kohn-Sham gap**: 5.752 eV
**Net charge**: -2


[11]
Computed, not measured: C29H34N6O5PV as an isolated structure, with the ωB97M-V functional and the def2-TZVPD basis.

The geometry in XYZ format:
```
76
Properties=species:S:1:pos:R:3
V -0.35 -0.13 0.02
O -0.14 6.84 1.75
C 0.41 5.95 1.10
O 1.39 5.96 0.32
C -0.09 4.49 1.14
C 0.48 3.58 2.04
C 0.34 2.23 1.84
N -0.35 1.70 0.81
C -1.00 2.58 0.01
C -0.90 3.94 0.15
C -1.87 1.93 -1.02
O -2.48 2.59 -1.86
O -1.90 0.65 -0.91
H 1.06 3.95 2.87
H 0.83 1.53 2.49
H -1.43 4.57 -0.55
N -6.05 -5.45 6.25
C -5.39 -4.81 5.55
C -4.58 -4.02 4.68
C -3.35 -4.50 4.23
C -2.57 -3.74 3.39
C -2.99 -2.46 2.97
C -4.23 -1.99 3.44
C -5.01 -2.75 4.28
C -2.19 -1.69 2.09
C -1.49 -1.02 1.33
H -3.03 -5.49 4.53
H -1.62 -4.11 3.03
H -4.55 -1.00 3.13
H -5.96 -2.37 4.63
N 1.16 -0.75 2.93
C 1.64 -1.56 1.93
C 2.65 -2.49 2.18
C 2.99 -3.40 1.20
C 2.30 -3.35 -0.01
C 1.38 -2.35 -0.20
N 1.08 -1.41 0.72
H 1.41 -1.03 3.86
H 0.17 -0.55 2.81
H 3.13 -2.51 3.15
H 3.75 -4.14 1.38
H 2.48 -4.08 -0.79
H 0.83 -2.28 -1.13
C -1.41 0.28 -4.36
N -2.30 -0.66 -3.67
C -1.90 -1.27 -2.53
N -2.88 -1.89 -1.80
O -0.70 -1.41 -2.25
H -1.40 0.07 -5.43
H -0.41 0.14 -3.96
H -1.73 1.30 -4.17
H -3.27 -0.40 -3.71
H -3.78 -1.44 -1.81
H -2.58 -2.09 -0.86
C 3.38 -0.27 -3.86
C 2.28 -0.58 -2.84
P 1.70 0.78 -1.71
C 3.29 1.00 -0.78
C 3.37 2.23 0.12
C 1.82 2.21 -2.90
C 1.03 3.47 -2.52
H 3.64 -1.18 -4.40
H 4.29 0.09 -3.38
H 3.06 0.47 -4.59
H 2.62 -1.39 -2.18
H 1.40 -0.96 -3.36
H 4.10 1.04 -1.51
H 3.42 0.09 -0.19
H 3.23 3.16 -0.44
H 4.35 2.28 0.60
H 2.62 2.20 0.90
H 1.47 1.85 -3.87
H 2.88 2.46 -3.00
H -0.03 3.25 -2.45
H 1.17 4.23 -3.29
H 1.35 3.90 -1.57
```

Values from the calculation:
**HOMO level (spin up / spin down)**: -4.34 / -5.37 eV
**Kohn-Sham gap (spin up / spin down)**: 6.359 / 7.294 eV
**Net charge**: -1
**Multiplicity**: 4


no.,electronic energy (eV)
1,-7831.8402
2,-18663.9131
3,-9557.7216
4,-311110.8886
5,-85296.6096
6,-51930.7321
7,-7796.1612
8,-15488.8544
9,-46950.0065
10,-100175.7611
11,-84783.4399